Molecular formula: C41H42IIrN9O3S4
Method: DFT, ωB97M-V with the def2-TZVPD basis set

```
101
Properties=species:S:1:pos:R:3:forces:R:3:lowdin_spin:R:1
Ir -0.139945 -0.156741 -1.833297 0.151 -0.348 0.384 0.633
C 2.780565 -4.202569 2.028628 0.017 0.025 -0.043 0.000
C 3.034735 -3.390647 0.767308 -0.060 -0.055 -0.033 0.000
N 1.980054 -3.586706 -0.207425 0.018 -0.040 0.109 0.003
C 1.300197 -2.631340 -0.865654 0.065 0.230 -0.192 0.005
S 1.623914 -0.948091 -0.514372 -0.457 0.009 0.332 0.013
N 0.454889 -3.081100 -1.780156 -0.004 -0.193 0.091 0.001
N -0.250227 -2.105434 -2.388187 0.084 0.168 -0.402 0.013
C -0.995095 -2.385630 -3.420050 0.046 -0.201 0.345 0.008
C -1.060081 -3.743007 -4.042105 -0.087 0.034 0.058 0.001
C -1.710641 -1.243601 -3.972805 -0.103 0.216 -0.188 0.002
C -2.555417 -1.347332 -5.077140 0.132 -0.115 0.043 0.001
C -3.149797 -0.217102 -5.598522 -0.029 0.139 0.007 -0.001
C -2.890822 1.013958 -5.009130 -0.011 -0.131 -0.073 0.002
C -2.066344 1.055387 -3.903605 -0.027 0.078 0.094 -0.001
N -1.505536 -0.036577 -3.377612 -0.337 -0.172 0.153 0.004
H 3.604440 -4.076460 2.731384 0.005 -0.008 0.015 0.000
H 2.695958 -5.266744 1.799210 -0.005 -0.009 0.012 0.000
H 1.856646 -3.882128 2.510222 -0.034 0.002 0.004 0.000
H 3.996808 -3.670197 0.328238 0.021 0.036 -0.007 0.000
H 3.075421 -2.328809 0.998801 0.029 0.001 0.000 0.000
H 1.762106 -4.529350 -0.492317 0.019 0.013 -0.042 0.000
H -0.507536 -4.441478 -3.422000 0.007 -0.016 -0.014 0.000
H -0.601889 -3.718049 -5.033685 -0.013 -0.019 -0.010 0.001
H -2.087379 -4.098579 -4.150513 0.001 0.026 -0.001 0.000
H -2.716669 -2.319663 -5.520123 -0.005 0.027 -0.044 0.000
H -3.798929 -0.284190 -6.461286 -0.001 -0.033 0.001 0.000
H -3.319491 1.926291 -5.397260 0.008 0.018 0.020 0.000
H -1.834391 1.987407 -3.403803 0.013 -0.029 0.011 0.000
C -2.156367 0.190418 6.608492 -0.019 0.013 0.018 0.000
O -2.434305 0.353186 5.227972 -0.052 0.085 0.008 0.000
C -3.121861 1.458521 4.840239 0.101 -0.040 0.028 0.000
C -3.597887 2.441772 5.690486 -0.023 0.062 0.028 0.000
C -4.285129 3.533645 5.167332 0.022 -0.051 -0.034 0.000
C -4.518177 3.626758 3.807726 -0.003 0.040 0.010 0.000
C -4.060132 2.629904 2.955564 -0.107 -0.060 -0.020 0.000
C -3.346078 1.554571 3.457790 0.146 0.087 0.024 0.000
N -2.898396 0.480870 2.657598 -0.297 0.315 -0.356 0.002
C -2.288892 0.601023 1.440376 -0.803 0.457 -0.173 0.005
N -1.876301 1.773896 1.040838 0.063 -0.327 0.173 0.001
C -1.125319 2.379282 -0.035630 0.015 0.154 -0.260 0.006
C -0.401747 1.789800 -1.093304 0.261 0.060 -0.272 0.018
C 0.271748 2.739246 -1.905441 -0.123 0.196 0.102 0.000
C 0.233892 4.105112 -1.729796 -0.047 -0.045 0.009 0.000
C -0.494918 4.648539 -0.678245 0.090 0.130 -0.008 -0.001
C -1.148387 3.785248 0.158621 -0.116 -0.115 0.044 0.000
O -1.898936 4.246272 1.230580 0.001 0.040 0.007 0.000
C -1.234160 5.151538 2.107780 0.000 0.080 0.004 0.000
N -2.323741 -0.478015 0.569573 0.218 -0.170 0.329 0.037
C -2.166106 -1.805908 1.058008 -0.054 -0.047 -0.182 0.006
C -2.660848 -2.880067 0.315682 0.012 -0.014 -0.091 0.001
C -2.481566 -4.190395 0.717450 0.042 0.027 0.059 0.000
C -1.802329 -4.471126 1.892277 -0.021 0.063 -0.060 0.000
C -1.310331 -3.418411 2.640054 -0.016 -0.019 0.058 0.000
C -1.478486 -2.100404 2.240006 0.332 -0.164 0.077 0.000
O -1.035842 -1.135764 3.120977 0.277 -0.597 0.015 0.000
C 0.006297 -0.246054 2.709257 0.294 0.029 0.041 0.000
H -1.566604 -0.717563 6.689742 -0.006 -0.008 -0.008 0.000
H -3.077224 0.082101 7.185537 -0.009 0.000 -0.003 0.000
H -1.580869 1.034305 6.995013 0.013 0.001 -0.009 0.000
H -3.439755 2.370526 6.756475 0.026 -0.009 0.002 0.000
H -4.643692 4.303796 5.836678 -0.013 -0.002 0.003 0.000
H -5.071964 4.460930 3.400213 -0.001 0.012 0.000 0.000
H -4.293112 2.677739 1.899232 0.047 -0.003 -0.012 0.000
H -2.610717 -0.341500 3.183528 -0.201 0.042 -0.057 0.000
H -2.098492 2.514138 1.710023 0.083 0.039 -0.034 0.000
H 0.854889 2.364117 -2.730639 -0.009 -0.106 -0.061 -0.001
H 0.765589 4.754264 -2.414581 0.035 -0.009 0.016 0.000
H -0.553805 5.716467 -0.520769 0.003 0.002 0.011 0.000
H -1.059395 6.115029 1.629205 -0.007 -0.001 -0.006 0.000
H -0.279619 4.735986 2.437906 0.009 -0.003 -0.012 0.000
H -1.893982 5.291490 2.961487 -0.007 -0.016 0.002 0.000
H -3.198694 -2.712176 -0.603610 -0.022 0.054 -0.004 0.000
H -2.885055 -4.985686 0.105820 0.022 -0.009 0.001 0.000
H -1.659556 -5.490897 2.221909 0.005 -0.001 0.010 0.000
H -0.792373 -3.587955 3.574020 0.049 0.009 0.020 0.000
H 0.926096 -0.515115 3.229149 0.000 -0.041 -0.046 0.000
H -0.279593 0.768210 2.994012 0.050 -0.070 0.097 0.000
H 0.178986 -0.295332 1.635949 0.072 -0.038 -0.100 0.001
S 5.815685 3.585328 -3.298093 0.028 0.042 -0.035 0.002
C 4.835145 2.254819 -3.429529 -0.046 -0.039 0.084 0.002
S 3.197554 2.324660 -3.993346 -0.082 -0.184 0.027 0.006
C 2.960232 0.612087 -3.632997 0.200 0.273 -0.044 0.017
N 4.037396 0.061730 -3.188012 -0.014 -0.160 0.044 0.046
N 5.075334 0.961388 -3.094361 0.010 0.043 -0.124 0.009
C 6.300629 0.426116 -2.600897 0.005 -0.035 0.092 0.000
C 6.237508 -0.567242 -1.630387 -0.018 0.036 0.040 0.001
C 7.409376 -1.109267 -1.129476 -0.010 0.015 -0.010 0.000
C 8.640863 -0.668354 -1.594252 0.004 0.003 -0.003 0.001
C 8.690653 0.305084 -2.580415 -0.010 -0.008 0.010 0.000
C 7.524043 0.852705 -3.093962 0.057 -0.019 -0.062 0.000
S 1.474499 -0.204334 -3.927483 -0.235 0.231 0.084 0.123
H 5.269261 -0.905617 -1.289374 -0.012 0.005 0.019 0.000
H 7.357177 -1.877986 -0.369109 0.007 -0.005 0.002 0.000
H 9.556027 -1.085562 -1.194581 0.001 -0.009 -0.004 0.000
H 9.644514 0.645892 -2.961361 0.006 -0.011 -0.003 0.000
H 7.567984 1.598533 -3.872372 -0.030 0.022 0.046 0.000
I -5.334974 -0.403439 -0.030305 0.111 0.016 0.029 0.002
C -3.199588 -0.238836 -0.533659 0.036 0.147 -0.062 0.017
H -3.094962 0.771861 -0.900513 0.089 0.050 -0.034 0.003
H -3.046653 -0.937423 -1.336822 0.128 -0.099 -0.119 0.006
```
Forces are in eV/Å.

Results
Kohn-Sham gap (alpha / beta)   5.6064 / 6.3783 eV
E_LUMO (alpha / beta)   -0.44 / -0.49 eV
Total charge   0
2S+1   2
HOMO energy (alpha / beta)   -6.05 / -6.87 eV